1.
96
Properties=species:S:1:pos:R:3:forces:R:3 method="wB97M-V/def2-TZVPD" lumo_ev="2.10 / 1.98" mol_weight_g_mol=756.6 homo_ev="-3.8719 / -3.8706" de_lowest_kcal_mol=14.1 e_tot_ev=-79120.6743 charge=-1 homo_lumo_gap_ev="6.0 / 5.8" multiplicity=3 s2=2.008 fmax_ha_per_bohr=0.0298
C -2.2477 3.4248 -3.4691 0.192 -0.274 0.369
C -2.1938 1.8992 -3.4712 0.259 0.188 -0.031
N -1.1541 1.2783 -3.8385 -0.310 -0.146 0.058
C -3.4675 1.2479 -2.9878 0.099 -0.123 -0.410
C -3.4783 -0.2084 -2.5611 0.439 -0.924 0.639
C -4.6748 -0.5723 -1.6553 -0.397 0.701 0.006
C -4.9907 0.3530 -0.4632 0.015 -0.552 0.194
C -4.5782 -0.2167 0.9067 0.016 0.715 -0.278
C -3.2900 0.3065 1.4921 0.315 -0.190 0.848
O -2.9787 0.1370 2.6624 -0.159 0.114 -1.051
O -2.5261 1.0285 0.6523 -0.392 -0.140 0.236
O -2.3372 -0.5468 -1.8126 0.346 0.628 -0.402
P -1.6036 -2.0460 -2.2223 -0.375 0.235 0.712
F -2.3593 -2.7172 -0.8209 -0.129 -0.106 -0.437
P -0.5771 -4.0605 -2.6311 0.545 0.786 -0.087
O -0.9117 -5.0551 -1.3475 -0.440 -0.125 -0.085
I -1.8025 -5.2180 -4.4383 -0.117 -0.098 0.072
O -3.0178 -2.3903 -3.1969 0.179 -0.058 0.057
C -3.5494 -1.2482 -3.7151 -0.211 -0.113 -0.122
O -2.8669 -0.9086 -4.9150 0.254 -0.117 0.062
H -3.1424 3.8105 -2.9900 -0.199 0.092 -0.148
H -2.1468 3.8177 -4.4756 -0.090 0.098 -0.151
H -1.4026 3.7743 -2.8780 0.113 0.144 -0.024
H -0.4314 1.9410 -4.1161 0.080 0.082 -0.009
H -3.8282 1.8854 -2.1862 -0.080 0.001 0.150
H -4.1981 1.3671 -3.7986 -0.159 0.114 -0.031
H -5.5820 -0.6734 -2.2552 -0.075 0.108 -0.136
H -4.4497 -1.5589 -1.2676 0.063 -0.230 -0.101
H -4.5640 1.3447 -0.5531 0.067 0.147 -0.139
H -6.0708 0.4909 -0.4403 -0.112 0.063 0.071
H -5.3214 0.0645 1.6509 -0.102 -0.162 0.156
H -4.5274 -1.3006 0.8759 0.135 -0.163 0.092
H -1.7246 1.2457 1.1442 0.192 0.019 0.032
H -0.8833 -1.4935 -3.3160 -0.058 -0.350 -0.318
H -0.5021 -1.6866 -1.3635 0.023 -0.427 0.049
H -0.1572 -5.0220 -0.7587 0.276 -0.082 0.097
H -4.6004 -1.4261 -3.9820 -0.104 -0.063 0.046
H -3.3664 -0.2367 -5.3773 -0.142 0.215 -0.083
C 5.4234 -6.6982 -2.3175 0.044 0.065 0.100
C 4.4924 -5.5634 -2.8005 0.332 -1.022 -0.007
C 5.2176 -4.6761 -3.8121 0.116 0.362 -0.068
C 6.2795 -3.7759 -3.1807 -0.052 -0.043 0.071
C 5.6872 -2.9625 -2.0298 0.035 0.063 -0.396
C 4.9694 -3.8196 -0.9873 0.544 -0.146 0.854
N 4.0024 -4.7387 -1.6559 -0.284 1.101 -1.028
O 2.9148 -4.1178 -1.9774 0.081 -0.346 0.510
C 5.9906 -4.6014 -0.1417 0.025 -0.126 -0.104
C 4.2045 -2.9206 -0.0238 -0.228 0.141 -0.029
C 3.2911 -6.2242 -3.4673 -0.235 0.112 -0.092
H 5.3602 -7.5464 -2.9984 -0.075 0.047 -0.087
H 6.4738 -6.4109 -2.2807 -0.033 0.040 0.050
H 5.1285 -7.0530 -1.3299 -0.020 0.012 0.003
H 4.4825 -4.0467 -4.3225 -0.079 -0.027 0.083
H 5.6689 -5.3137 -4.5762 -0.018 -0.059 0.003
H 7.1325 -4.3665 -2.8331 -0.029 -0.025 0.024
H 6.6728 -3.0951 -3.9387 0.020 -0.006 -0.001
H 6.4707 -2.3858 -1.5322 -0.004 -0.006 0.063
H 4.9788 -2.2374 -2.4414 -0.093 -0.070 0.039
H 5.4831 -5.3147 0.5092 -0.020 0.000 -0.008
H 6.5450 -3.9080 0.4911 -0.068 0.088 -0.006
H 6.7286 -5.1413 -0.7304 -0.058 -0.003 -0.014
H 3.5199 -2.2534 -0.5422 -0.038 -0.098 -0.026
H 4.9141 -2.3089 0.5341 0.082 -0.031 0.008
H 3.6279 -3.5126 0.6881 -0.006 -0.018 -0.015
H 2.7383 -6.8383 -2.7551 -0.005 0.009 0.015
H 3.6431 -6.8662 -4.2755 0.086 -0.039 0.015
H 2.6013 -5.4971 -3.8907 -0.010 0.013 0.121
C -0.5914 6.5515 5.8556 -0.060 -0.075 0.049
C -0.2117 5.8747 4.5199 0.097 0.680 0.735
C -1.1575 6.3282 3.4070 -0.257 -0.124 -0.245
C -2.5595 5.7301 3.5209 0.051 -0.056 0.065
C -2.4980 4.2065 3.6313 0.018 0.301 -0.315
C -1.5748 3.7156 4.7463 -0.515 -0.332 0.864
N -0.2415 4.3855 4.6397 -0.132 -0.096 -1.524
O 0.5004 3.8277 3.7409 0.077 -0.009 0.537
C -2.2150 3.9720 6.1222 0.042 0.184 0.029
C -1.3972 2.2086 4.6294 0.237 -0.117 -0.085
C 1.2104 6.3132 4.1941 0.198 -0.105 -0.186
H -0.1026 7.5222 5.9344 0.051 0.006 -0.112
H -1.6592 6.7361 5.9568 0.008 -0.065 -0.001
H -0.2634 5.9532 6.7054 0.007 -0.018 -0.012
H -0.7317 6.0439 2.4397 0.065 -0.075 0.053
H -1.2113 7.4197 3.4172 0.048 0.028 0.036
H -3.0908 6.1539 4.3781 0.029 -0.007 0.022
H -3.1418 6.0053 2.6394 -0.013 0.013 0.007
H -3.4966 3.7990 3.7988 0.001 -0.061 0.041
H -2.1534 3.7974 2.6766 0.092 -0.026 0.047
H -1.5079 3.7490 6.9223 0.017 -0.005 -0.010
H -3.0756 3.3155 6.2459 0.022 -0.082 -0.083
H -2.5780 4.9879 6.2597 0.044 -0.025 -0.019
H -1.0481 1.9070 3.6475 0.064 0.037 0.008
H -2.3536 1.7165 4.7900 -0.073 0.028 -0.006
H -0.6900 1.8338 5.3716 0.020 0.063 0.010
H 1.9090 5.9734 4.9604 -0.012 -0.017 0.006
H 1.2454 7.4019 4.1552 -0.064 0.047 0.055
H 1.5468 5.9340 3.2320 -0.030 -0.089 0.056

2.
85
Properties=species:S:1:pos:R:3:forces:R:3 method="wB97M-V/def2-TZVPD" lumo_ev="-7.99 / -8.03" mol_weight_g_mol=564.7 homo_ev="-12.9421 / -12.9624" de_lowest_kcal_mol=110.3 e_tot_ev=-57165.7606 charge=+2 homo_lumo_gap_ev="5.0 / 4.9" multiplicity=3 s2=2.019 fmax_ha_per_bohr=0.1090
Mo -2.1256 -1.6423 0.0324 4.864 -1.849 2.086
C -0.9272 -1.7453 2.0058 1.914 0.004 -0.263
C -1.1228 -3.0430 1.3717 1.459 0.239 -0.701
C 0.8938 -2.1608 0.6258 -0.536 -0.639 -0.069
C 0.3672 -1.2540 1.5708 -1.721 -0.797 0.589
C -0.0629 -3.1877 0.3775 -0.722 0.139 1.246
C -1.7834 -1.1181 3.0446 -0.133 0.024 0.236
H -2.8307 -1.3769 2.8952 -0.051 -0.021 0.201
H -1.7029 -0.0358 2.9788 -0.063 0.137 0.088
H -1.4965 -1.4207 4.0496 -0.011 -0.076 0.161
C 1.1472 -0.2076 2.2655 0.229 0.305 0.418
H 0.5104 0.4404 2.8734 0.178 -0.049 -0.176
H 1.6836 0.4424 1.5609 -0.042 0.090 -0.117
H 1.9005 -0.6432 2.9383 -0.186 -0.177 -0.129
C 2.3336 -2.2516 0.2499 0.479 0.103 -0.470
H 2.8107 -3.0557 0.8429 -0.242 0.256 -0.228
H 2.9005 -1.3325 0.4680 -0.345 -0.227 -0.098
H 2.4945 -2.5021 -0.8118 -0.120 0.098 0.377
C 0.1317 -4.3550 -0.5302 -0.032 -0.384 -0.076
H -0.1457 -5.2958 -0.0321 0.093 0.255 -0.191
H 1.1841 -4.4340 -0.8254 -0.268 -0.048 -0.021
H -0.4766 -4.2681 -1.4430 0.239 -0.134 0.186
C -2.1907 -4.0265 1.7050 0.033 -0.125 -0.095
H -1.9555 -4.5965 2.6124 -0.011 0.202 -0.055
H -2.3369 -4.7355 0.8875 -0.071 0.089 0.167
H -3.1206 -3.4847 1.8922 -0.327 -0.186 0.060
C -2.6738 0.1996 -0.5110 -1.650 2.780 -0.590
C -3.6742 -0.4089 0.3327 -1.864 2.486 0.376
C -4.8963 -1.0789 -0.2437 -1.086 -0.431 0.227
C -4.6162 -2.4238 -1.0309 -1.210 -0.316 0.242
C -3.1735 -2.8447 -1.1798 -1.118 -1.708 -1.597
C -2.2294 -2.0594 -1.9278 -0.527 -0.360 -2.557
C -2.7433 -0.9154 -2.7954 0.186 0.494 -0.824
C -2.9638 0.4001 -1.9904 0.268 0.479 -0.768
H -5.5216 -0.4260 -0.9003 0.633 -0.194 0.533
H -5.1420 -2.3131 -2.0098 0.486 -0.440 0.557
H -5.5347 -1.3500 0.6285 0.313 0.274 -0.689
H -4.0057 0.7596 -2.1837 0.728 -0.239 0.539
H -2.0048 0.9243 -0.0578 -0.069 0.102 0.231
H -3.8628 0.1002 1.2870 0.378 -0.422 -0.106
H -2.2951 1.1845 -2.4211 -0.393 -0.567 0.550
H -1.9911 -0.6976 -3.5803 -0.401 -0.269 0.410
H -1.3636 -2.5866 -2.3226 -0.102 -0.087 0.033
H -3.6997 -1.1577 -3.3291 0.850 -0.195 0.529
H -5.0986 -3.2454 -0.4438 0.152 0.667 -0.725
H -3.0600 -3.9314 -1.2809 0.225 0.324 0.448
P -0.0789 2.8475 1.5209 -0.142 0.640 -0.257
C 0.6066 3.8660 2.8956 -0.040 -0.171 0.025
H 0.1891 4.8804 2.8582 0.164 -0.195 0.117
H 1.7023 3.9067 2.8348 -0.282 0.139 0.083
H 0.3277 3.3918 3.8467 0.150 0.190 -0.144
C -0.0525 4.0710 0.1488 0.107 -0.025 -0.067
H -0.2316 5.0845 0.5311 0.003 -0.184 -0.194
H -0.8435 3.8075 -0.5659 0.244 0.103 0.083
H 0.9139 4.0340 -0.3680 -0.260 0.140 0.011
C -1.8697 2.9901 1.9360 -0.002 -0.237 0.143
H -2.4738 2.6345 1.0916 0.087 0.140 0.233
H -2.1328 4.0341 2.1575 0.042 -0.267 -0.059
H -2.0948 2.3668 2.8115 -0.053 0.200 -0.154
P 1.2614 0.3474 -3.0644 -0.533 -0.528 0.372
C 2.0287 -1.1625 -3.7971 -0.201 -0.040 -0.223
H 2.4239 -1.0657 -4.8166 0.029 0.070 0.311
H 1.2107 -1.8900 -3.8135 0.243 -0.090 -0.184
H 2.8045 -1.5598 -3.1252 -0.204 0.194 -0.255
C 0.7763 1.4681 -4.4488 0.059 0.043 0.192
H -0.0221 0.9493 -4.9984 0.242 0.077 0.093
H 1.5442 1.7915 -5.1595 -0.010 -0.132 0.210
H 0.3027 2.3467 -3.9855 0.200 -0.158 -0.192
C 2.6580 1.0881 -2.1141 0.321 0.219 -0.064
H 3.2790 1.8392 -2.6240 -0.129 -0.224 0.026
H 3.3132 0.2904 -1.7228 -0.412 0.183 -0.375
H 2.1748 1.5533 -1.2509 0.057 0.237 0.128
C 5.0697 0.8821 0.2920 -1.082 -0.660 -0.274
Si 3.8017 1.9797 1.1457 3.015 1.846 0.154
C 4.2005 2.1497 2.9759 -1.144 -0.895 0.040
C 3.6937 3.6644 0.3091 -1.271 -0.431 -0.131
H 4.9300 -0.1709 0.5824 0.298 0.257 -0.135
H 6.0708 1.2063 0.6159 -0.342 0.124 0.276
H 5.0259 0.9577 -0.8030 0.000 0.010 0.421
H 3.3420 2.5310 3.5477 0.368 -0.050 -0.032
H 4.4934 1.1738 3.3946 -0.085 0.350 -0.074
H 5.0459 2.8467 3.0930 -0.230 -0.065 -0.386
H 4.7019 4.1080 0.3268 -0.049 -0.374 0.183
H 3.3732 3.5821 -0.7400 0.161 0.096 0.329
H 3.0046 4.3400 0.8366 0.271 -0.137 -0.177